Entry 1:
Density functional theory data (wB97M-V/def2-TZVPD) for the ion C6H12O8P with charge -1 at a distorted geometry.

## Properties
- SMILES string = O=C([C@@H](O)[C@H](O)[C@H](O)[C@@H](O)CO)[P@H](=O)[O-]
- relative energy (zero: lowest compared OMol25 entry of this formula, charge and spin) (kJ/mol) = 58.5
- E (a.u.) = -1179.17543
- charge = -1

Element x y z (Å)
O -0.4937 2.5911 2.0567
C 0.4589 2.0259 1.4932
C 0.7641 0.5380 1.9488
O -0.0916 0.2838 3.0192
C 0.7329 -0.5895 0.8140
O 1.8162 -0.6025 0.0015
C -0.6928 -0.5523 0.0021
O -1.6747 -1.0619 0.9046
C -0.5378 -1.4053 -1.2380
O -0.6643 -2.8108 -0.8799
C -1.4805 -1.1557 -2.3495
O -1.2042 0.0760 -3.0308
P 1.7566 2.6616 0.4025
O 1.6914 2.0013 -0.9796
O 2.9486 2.4940 1.2230
H 1.8351 0.4933 2.2336
H -0.8499 0.7957 2.7594
H 0.6499 -1.6390 1.3298
H 2.0400 0.3329 -0.3493
H -0.9802 0.4252 -0.2376
H -1.4671 -2.0158 0.8178
H 0.4700 -1.3123 -1.3825
H -1.6050 -2.9963 -1.0843
H -2.4623 -1.2955 -2.0044
H -1.4077 -1.9397 -3.1440
H -0.8248 0.6639 -2.4166
H 1.2728 3.9940 0.0904



Entry 2:
Density functional theory data (wB97M-V/def2-TZVPD) for a structure of composition C47H43BrF15GaGeNS2Si at a distorted geometry.

## Properties
- relative energy (zero: lowest compared OMol25 entry of this formula, charge and spin) (kJ/mol) = 0.0
- E (a.u.) = -11031.01900
- charge = +1

Element x y z (Å)
Ga 0.4282 1.0992 -0.7154
C -0.9033 -4.4354 3.4702
C 0.3613 -3.8243 2.8438
C 0.3879 -4.1870 1.3588
C 1.6053 -4.4230 3.5124
C 0.3275 -2.3155 3.0664
C 0.2768 -1.8052 4.3813
C 0.1831 -0.4588 4.6562
C 0.1465 0.4254 3.5789
S 0.0169 2.1620 3.5578
C 0.0899 2.1441 1.8433
N 0.1958 0.9517 1.3228
C 0.2277 -0.0566 2.2771
C 0.3111 -1.4235 2.0117
C -0.0035 3.3029 0.9470
C -0.1722 4.6050 1.4047
C -0.3024 5.6341 0.4875
C -0.2927 5.3551 -0.8741
C -0.1135 4.0520 -1.3265
C 0.0477 3.0129 -0.4221
H -0.9519 -5.5021 3.2444
H -1.8014 -3.9586 3.0702
H -0.9108 -4.3229 4.5552
H 0.4027 -5.2730 1.2585
H 1.2805 -3.7978 0.8629
H -0.4977 -3.8173 0.8354
H 1.6018 -5.5075 3.3876
H 1.6382 -4.2096 4.5816
H 2.5168 -4.0339 3.0569
H 0.3097 -2.4940 5.2155
H 0.1457 -0.1009 5.6764
H 0.3571 -1.7478 0.9819
H -0.1989 4.8118 2.4689
H -0.4014 6.6556 0.8292
H -0.4131 6.1585 -1.5894
H -0.0908 3.8575 -2.3915
F 6.2040 -2.3966 -0.6697
C 5.9115 -2.1438 -1.9488
C 4.9480 -1.2058 -2.2799
C 4.7555 -0.9535 -3.6313
F 3.8752 -0.0081 -3.9967
C 5.4529 -1.6149 -4.6208
F 5.2480 -1.3434 -5.9057
C 6.3929 -2.5619 -4.2529
F 7.0813 -3.2045 -5.1837
C 6.6292 -2.8239 -2.9150
F 7.5528 -3.7150 -2.5703
Ge 3.9504 -0.0508 -1.0589
S 1.8134 -0.5368 -1.2776
C 4.4781 -0.3162 0.8099
C 4.3531 -1.5947 1.3356
F 3.7555 -2.5407 0.5972
C 4.8138 -1.9296 2.5909
F 4.6927 -3.1680 3.0627
C 5.3991 -0.9475 3.3717
F 5.8415 -1.2459 4.5845
C 5.4937 0.3499 2.9043
F 6.0171 1.2960 3.6784
C 5.0274 0.6511 1.6366
F 5.0981 1.9285 1.2414
C 4.6258 1.7237 -1.5840
C 3.8674 2.8412 -1.8561
F 2.5268 2.7575 -1.8382
C 4.4168 4.0745 -2.1470
F 3.6348 5.1307 -2.3619
C 5.7918 4.1992 -2.2045
F 6.3420 5.3723 -2.4787
C 6.5938 3.0969 -1.9632
F 7.9148 3.2129 -2.0247
C 6.0022 1.8897 -1.6468
F 6.8050 0.8556 -1.3587
C -6.3330 0.5884 -2.7940
C -4.8048 0.7738 -2.6810
C -4.1208 -0.0030 -3.8244
C -4.4666 2.2582 -2.8918
Si -4.2945 0.1832 -0.9607
Br -1.6334 -0.0248 -1.3320
C -4.6240 -1.6217 -0.5055
C -4.5101 -2.5265 -1.7444
C -6.0632 -1.7036 0.0450
C -3.6491 -2.1851 0.5488
C -4.3094 1.4590 0.4367
C -5.7442 2.0245 0.5258
C -3.9484 0.8241 1.7880
C -3.3270 2.6180 0.2183
H -6.6583 0.9616 -3.7685
H -6.8790 1.1404 -2.0248
H -6.6243 -0.4611 -2.7297
H -4.3778 0.4833 -4.7688
H -4.4496 -1.0361 -3.8854
H -3.0357 0.0030 -3.7272
H -4.7880 2.5447 -3.8965
H -3.3922 2.4386 -2.8203
H -4.9842 2.9105 -2.1898
H -5.2745 -2.3027 -2.4877
H -4.6569 -3.5633 -1.4310
H -3.5267 -2.4502 -2.2120
H -6.8055 -1.3544 -0.6758
H -6.1870 -1.1267 0.9638
H -6.2884 -2.7481 0.2758
H -2.6118 -2.0910 0.2277
H -3.8677 -3.2490 0.6766
H -3.7542 -1.7078 1.5180
H -6.4878 1.2416 0.6996
H -6.0316 2.5690 -0.3740
H -5.7936 2.7225 1.3654
H -4.6750 0.0741 2.1003
H -3.9419 1.6095 2.5495
H -2.9566 0.3652 1.7669
H -3.5021 3.1647 -0.7039
H -2.3000 2.2654 0.2080
H -3.4319 3.3203 1.0515



Entry 3:
Density functional theory data (wB97M-V/def2-TZVPD) for a structure of composition C24H37N7OPdSSi.

## Properties
- relative energy (zero: lowest compared OMol25 entry of this formula, charge and spin) (kJ/mol) = 0.0
- E (a.u.) = -2210.21618
- 2S+1 = 5
- charge = +2

Element x y z (Å)
Pd -0.0995 -0.0299 1.3378
C 1.4804 -3.6370 -0.4214
C 2.0044 -3.7909 -1.8459
C 3.1328 -2.8361 -2.2335
C 2.7606 -1.3585 -2.2953
N 2.7608 -0.7677 -0.9412
C 2.4035 0.4426 -0.5578
S 2.1158 0.6899 1.1726
N 2.2739 1.5036 -1.3256
C 2.6458 1.6808 -2.7402
C 4.1574 1.7668 -2.9566
C 4.7552 3.1513 -2.7156
C 4.5375 3.7060 -1.3117
H 0.7585 -4.4240 -0.1964
H 0.9659 -2.6853 -0.2785
H 2.2924 -3.7171 0.3106
H 1.1769 -3.6672 -2.5490
H 2.3724 -4.8093 -1.9821
H 3.4906 -3.1104 -3.2267
H 3.9928 -2.9626 -1.5656
H 1.7638 -1.2294 -2.7215
H 3.4882 -0.8280 -2.9071
H 2.8576 -1.4258 -0.1831
H 1.9984 2.3347 -0.8271
H 2.1625 2.6056 -3.0550
H 2.1899 0.8829 -3.3176
H 4.3610 1.4634 -3.9860
H 4.6540 1.0332 -2.3130
H 4.3451 3.8479 -3.4520
H 5.8261 3.0963 -2.9172
H 3.4894 3.9604 -1.1278
H 5.1051 4.6241 -1.1679
H 4.8587 2.9965 -0.5450
N 0.4766 -5.2354 2.8425
C -0.7649 -5.2818 2.3462
N -1.3711 -6.4581 2.2153
N -1.4480 -4.2056 1.9667
C -0.9517 -3.0253 2.0291
N -0.5704 -1.9272 2.1231
H 0.9613 -6.0634 3.1431
H 0.9398 -4.3507 2.9577
H -0.9457 -7.3226 2.4998
H -2.3067 -6.4737 1.8461
O 0.0391 0.3983 3.8780
H -0.0772 -0.4304 4.3581
H 0.6345 0.9404 4.4098
N -0.5148 -0.5708 -1.8155
C -0.4082 -0.4369 -0.6715
C -3.4375 4.4235 -1.6482
C -3.0179 3.1177 -1.9210
C -2.5590 2.3203 -0.8999
C -2.4369 2.8499 0.4115
C -2.9308 4.1549 0.6795
C -3.3885 4.9422 -0.3474
Si -1.7123 1.8705 1.8489
C -3.4276 1.1519 2.0623
C -3.8566 0.0737 1.2529
C -5.1081 -0.4732 1.4332
C -5.9692 0.0735 2.3840
C -5.5778 1.1655 3.1632
C -4.3298 1.7205 2.9884
H -3.8270 5.0373 -2.4502
H -3.0678 2.7328 -2.9305
H -2.2388 1.3083 -1.1118
H -2.9056 4.5433 1.6903
H -3.7214 5.9532 -0.1563
H -1.3943 2.8221 2.9327
H -3.1901 -0.3438 0.5059
H -5.4269 -1.3139 0.8324
H -6.9593 -0.3438 2.5121
H -6.2578 1.5772 3.8965
H -4.0298 2.5729 3.5854



Entry 4:
Density functional theory data (wB97M-V/def2-TZVPD) for the molecule C6H6ClN3 at a distorted geometry.

## Properties
- relative energy (zero: lowest compared OMol25 entry of this formula, charge and spin) (kJ/mol) = 660.8
- E (a.u.) = -856.40309

Element x y z (Å)
C -0.7675 -1.1975 0.1489
C -0.0114 -2.3346 -0.2349
C -0.1844 -0.0218 0.2368
C 2.1924 -1.3403 0.1066
C 2.5332 -0.0353 0.1566
C 0.0419 2.3232 -0.2950
N 1.9493 1.0797 0.5580
N 1.3332 -2.3653 -0.0614
N 0.5585 1.0678 0.2944
Cl 4.2188 0.2364 -0.0357
H -1.8183 -1.3713 0.3233
H -0.5549 -3.2325 -0.5241
H 0.7514 2.3670 -1.1871
H -0.8731 1.9453 -0.6636
H -0.0383 3.1429 0.3366
H 1.6138 -3.3267 0.2852



Entry 5:
Density functional theory data (wB97M-V/def2-TZVPD) for a structure of composition C20H28Cl5F16LiO8 at a distorted geometry.

## Properties
- E (a.u.) = -5286.97052

Element x y z (Å)
Li -3.1573 0.6249 2.9506
Cl -1.7576 -0.2526 -0.1397
O -2.7185 0.3179 -1.0374
O -1.9345 -1.6671 0.0278
O -0.4281 0.0410 -0.6258
O -1.8939 0.3884 1.1748
C 3.7274 1.7870 -0.9853
C 2.9064 2.8177 -1.7282
C 2.3690 2.2932 -3.0486
F 1.6048 3.2494 -3.6413
F 3.4157 1.9908 -3.8580
F 1.9046 3.3202 -1.0065
F 3.7877 3.8745 -1.9717
O 2.9515 0.6467 -0.7565
C 3.1069 0.0751 0.4505
C 2.5322 -1.3267 0.2988
F 3.1668 -1.9591 -0.7401
F 2.7382 -2.0224 1.4350
F 4.4207 0.0300 0.8161
F 2.4256 0.7766 1.4186
H 4.1422 2.2303 -0.0796
H 4.5736 1.5538 -1.6379
H 1.7450 1.4080 -2.8899
H 1.4626 -1.2606 0.0588
C 0.0851 -1.9656 -5.4807
C 0.1736 -1.4324 -4.0785
C -0.4486 -2.3727 -3.0517
F -1.7582 -2.6377 -3.3327
F 0.2370 -3.5622 -3.0516
F 1.5033 -1.2859 -3.7461
F -0.4118 -0.1919 -3.9602
O 0.8225 -1.0959 -6.3098
C 1.1413 -1.6190 -7.4835
C 1.8948 -0.5665 -8.2699
F 2.8901 -0.0434 -7.5097
F 2.4105 -1.1799 -9.3781
F 1.8887 -2.7334 -7.3443
F 0.0410 -1.9545 -8.1669
H -0.9419 -2.0782 -5.8374
H 0.5142 -2.9725 -5.5197
H -0.3839 -1.9307 -2.0513
H 1.2248 0.2383 -8.5957
C -1.7717 3.4849 5.5378
C -1.0787 3.8331 4.2080
C -0.7353 2.4798 3.6055
O -1.8480 1.6601 3.9932
C -2.1673 1.9984 5.3514
H -2.6417 4.1181 5.6836
H -1.1190 3.5541 6.4088
H -0.2403 4.5238 4.2353
H -1.8306 4.2674 3.5454
H 0.2049 2.0554 3.9987
H -0.6344 2.4317 2.5223
H -1.6328 1.3168 6.0297
H -3.2231 1.7834 5.5558
C -1.7340 -2.2842 5.8036
C -0.5118 -1.7820 5.0386
C -1.0470 -1.6166 3.6213
O -2.3757 -1.1292 3.8138
C -2.9351 -1.7453 4.9617
H -1.8096 -1.8628 6.8075
H -1.8117 -3.3630 5.8968
H 0.3049 -2.5065 5.0745
H -0.1529 -0.8281 5.4218
H -1.0673 -2.5575 3.0677
H -0.4867 -0.8795 3.0535
H -3.5641 -2.5822 4.6312
H -3.6015 -1.0748 5.5084
C -1.0916 -4.2419 -0.5397
Cl -1.4601 -4.5623 1.1649
Cl -0.7431 -5.7416 -1.4157
H -1.9738 -3.8126 -0.9932
H -0.2538 -3.5653 -0.6103
C -1.3992 3.6538 -0.4487
Cl -1.7548 4.8440 0.8366
Cl -0.9683 4.4620 -1.9493
H -0.5528 3.0776 -0.1090
H -2.2657 3.0378 -0.6283



Entry 6:
Density functional theory data (wB97M-V/def2-TZVPD) for the molecule C2H7OP at a distorted geometry.

## Properties
- SMILES string = OCCP
- relative energy (zero: lowest compared OMol25 entry of this formula, charge and spin) (kJ/mol) = 140.7
- E (a.u.) = -496.93178

Element x y z (Å)
O -0.1065 -1.6592 1.2220
C -0.6326 -0.6837 0.4042
C 0.2410 -0.2303 -0.6447
P 1.7423 0.9012 -0.2709
H -0.6755 -1.9915 1.9529
H -1.5300 -1.0304 -0.0552
H -0.8790 0.1921 0.9772
H -0.3361 0.3221 -1.4042
H 0.8181 -0.8997 -1.2606
H 2.9338 -0.0226 -0.2620
H 1.5241 0.8484 1.1209



Question: Which value of E does entry 5 give?
Answer: -5286.97052 a.u.



Repeat the fourth record exactly.
Density functional theory data (wB97M-V/def2-TZVPD) for the molecule C6H6ClN3 at a distorted geometry.

## Properties
- relative energy (zero: lowest compared OMol25 entry of this formula, charge and spin) (kJ/mol) = 660.8
- E (a.u.) = -856.40309

Element x y z (Å)
C -0.7675 -1.1975 0.1489
C -0.0114 -2.3346 -0.2349
C -0.1844 -0.0218 0.2368
C 2.1924 -1.3403 0.1066
C 2.5332 -0.0353 0.1566
C 0.0419 2.3232 -0.2950
N 1.9493 1.0797 0.5580
N 1.3332 -2.3653 -0.0614
N 0.5585 1.0678 0.2944
Cl 4.2188 0.2364 -0.0357
H -1.8183 -1.3713 0.3233
H -0.5549 -3.2325 -0.5241
H 0.7514 2.3670 -1.1871
H -0.8731 1.9453 -0.6636
H -0.0383 3.1429 0.3366
H 1.6138 -3.3267 0.2852